Entry 1:
Density functional theory data (ωB97M-V/def2-TZVPD) for C41H49N5O2P2Ti as an isolated structure.

Element x y z (Å)
Ti -1.023 -0.643 0.173
C -1.650 -2.282 2.850
C -1.932 -0.981 3.546
C -1.783 -0.874 4.922
C -2.080 0.316 5.567
C -2.542 1.396 4.836
C -2.718 1.322 3.457
C -3.267 2.505 2.720
C -2.394 0.124 2.815
N -2.550 -0.086 1.408
C -3.840 -0.186 0.948
O -4.855 0.173 1.506
C -3.903 -0.955 -0.355
C -5.049 -1.380 -1.005
C -4.903 -2.264 -2.071
C -3.644 -2.730 -2.444
C -2.548 -2.244 -1.753
N -2.712 -1.372 -0.765
C -1.118 -2.705 -1.912
O -0.805 -3.469 -2.800
N -0.302 -2.167 -0.951
C 0.978 -2.806 -0.803
C 1.057 -3.936 0.028
C -0.168 -4.587 0.604
C 2.299 -4.521 0.240
C 3.435 -4.036 -0.388
C 3.333 -2.963 -1.252
C 2.111 -2.333 -1.471
C 2.039 -1.206 -2.455
H -1.262 -3.022 3.549
H -0.874 -2.193 2.069
H -2.544 -2.694 2.377
H -1.433 -1.728 5.488
H -1.962 0.396 6.639
H -2.787 2.322 5.343
H -3.020 3.431 3.239
H -4.352 2.432 2.639
H -2.872 2.559 1.707
H -6.016 -1.046 -0.656
H -5.782 -2.621 -2.591
H -3.501 -3.456 -3.231
H -0.988 -3.889 0.761
H 0.058 -5.073 1.553
H -0.530 -5.357 -0.082
H 2.369 -5.385 0.890
H 4.393 -4.509 -0.216
H 4.212 -2.597 -1.768
H 2.919 -0.564 -2.383
H 1.149 -0.602 -2.303
H 1.989 -1.591 -3.476
C 0.325 2.209 2.334
P 0.934 0.807 1.334
C 1.701 1.647 -0.124
N 2.961 1.981 -0.029
C 3.570 2.530 -1.110
C 4.939 2.871 -1.046
C 5.551 3.396 -2.148
C 4.832 3.598 -3.350
C 3.507 3.280 -3.435
C 2.851 2.740 -2.307
N 1.535 2.426 -2.380
C 0.963 1.901 -1.330
P -0.805 1.418 -1.447
C -1.707 2.864 -0.775
C -1.339 1.387 -3.233
C -0.547 0.335 -4.011
C -1.203 2.746 -3.932
C -2.827 1.003 -3.206
C 2.314 0.102 2.366
C 1.629 -0.688 3.488
C 3.150 -0.866 1.533
C 3.194 1.186 2.996
H 1.101 2.969 2.426
H 0.045 1.844 3.323
H -0.565 2.646 1.888
H 5.467 2.703 -0.117
H 6.599 3.662 -2.111
H 5.345 4.012 -4.207
H 2.936 3.428 -4.341
H -1.123 3.351 0.002
H -2.658 2.543 -0.355
H -1.888 3.597 -1.558
H 0.500 0.620 -4.109
H -0.967 0.250 -5.014
H -0.598 -0.653 -3.550
H -0.202 3.160 -3.846
H -1.929 3.470 -3.563
H -1.422 2.597 -4.991
H -2.986 -0.027 -2.889
H -3.223 1.101 -4.219
H -3.415 1.664 -2.566
H 1.089 -1.549 3.095
H 0.941 -0.079 4.075
H 2.400 -1.062 4.165
H 2.536 -1.667 1.115
H 3.894 -1.330 2.184
H 3.677 -0.365 0.722
H 2.639 1.797 3.708
H 3.650 1.830 2.246
H 3.993 0.690 3.552

Its HOMO energy (alpha / beta) is -11.116 / -11.189 eV. The value obtained for the energy relative to the best compared isomer or geometry (same formula, charge and spin) is 0.0 kcal per mole. As for the gap between HOMO and LUMO (alpha / beta): 7.6 / 7.7 eV. The net charge is +1. The spin multiplicity is 2. Its lowest unoccupied orbital energy (alpha / beta) is -3.521 / -3.460 eV.

=====

Entry 2:
Density functional theory data (ωB97M-V/def2-TZVPD) for a 6-piece molecular cluster, C41H50BF3O19S2 overall in a non-equilibrium geometry.

Element x y z (Å)
C -2.583 2.979 -3.671
C -3.295 1.733 -3.113
O -3.051 1.532 -1.709
B -2.263 0.431 -1.441
O -2.665 -0.551 -0.581
C -0.834 0.233 -2.133
C 0.240 0.943 -1.640
C 0.097 1.865 -0.437
C -0.125 1.032 0.866
C 0.713 1.478 2.083
C 2.217 1.648 1.822
S 3.042 0.123 1.401
O 2.162 -0.911 0.953
O 4.073 0.437 0.451
O 3.817 -0.430 2.718
C 1.486 0.831 -2.230
C 1.654 0.001 -3.325
S 3.288 -0.051 -4.076
O 3.979 -1.287 -3.887
O 3.162 0.246 -5.475
C 4.332 1.324 -3.394
F 3.720 2.508 -3.470
F 4.704 1.053 -2.149
F 5.443 1.409 -4.119
C 0.585 -0.736 -3.795
C -0.672 -0.631 -3.206
C -1.778 -1.467 -3.783
O -2.710 -1.914 -3.134
C -1.713 -1.800 -5.251
C -2.866 -2.029 -5.962
C -2.736 -2.366 -7.288
C -1.497 -2.483 -7.882
C -0.338 -2.242 -7.184
C -0.484 -1.902 -5.859
C 0.731 -1.657 -4.996
O 1.765 -2.231 -5.274
H -2.003 3.513 -2.912
H -3.289 3.706 -4.092
H -1.921 2.694 -4.495
H -2.969 0.878 -3.720
H -4.380 1.796 -3.244
H -3.615 -0.704 -0.658
H 1.011 2.468 -0.401
H -0.724 2.575 -0.595
H -0.022 -0.025 0.613
H -1.177 1.171 1.151
H 0.561 0.720 2.860
H 0.292 2.399 2.477
H 2.465 2.425 1.099
H 2.672 1.990 2.757
H 4.465 -1.041 2.327
H 2.307 1.406 -1.811
H -3.853 -1.974 -5.517
H -3.639 -2.572 -7.849
H -1.444 -2.780 -8.926
H 0.640 -2.324 -7.643
O 1.239 -0.215 4.964
C 1.921 -0.345 5.938
C 2.746 -1.555 6.314
C 3.048 -1.297 7.788
C 3.043 0.222 7.855
O 2.085 0.637 6.863
H 3.652 -1.565 5.706
H 2.180 -2.471 6.166
H 3.982 -1.738 8.133
H 2.240 -1.697 8.404
H 4.014 0.654 7.600
H 2.738 0.596 8.829
O 1.550 3.960 3.277
C 1.938 4.308 4.358
C 2.669 3.441 5.356
C 2.543 4.247 6.639
C 2.467 5.671 6.113
O 1.807 5.564 4.833
H 3.708 3.335 5.034
H 2.198 2.466 5.442
H 3.359 4.092 7.343
H 1.615 3.981 7.140
H 3.455 6.112 5.957
H 1.891 6.325 6.763
O 0.909 3.171 8.876
C 0.229 2.186 8.915
C -1.090 1.969 8.205
C -1.649 0.747 8.925
C -0.383 0.026 9.356
O 0.582 1.067 9.594
H -0.892 1.768 7.151
H -1.734 2.838 8.311
H -2.306 0.133 8.312
H -2.212 1.065 9.805
H 0.005 -0.634 8.576
H -0.523 -0.551 10.268
O -5.091 -0.727 -7.984
C -5.990 -0.340 -7.297
C -7.383 -0.929 -7.210
C -8.161 0.183 -6.514
C -7.082 0.849 -5.676
O -5.869 0.699 -6.433
H -7.344 -1.839 -6.609
H -7.775 -1.145 -8.200
H -9.006 -0.168 -5.925
H -8.539 0.887 -7.257
H -6.948 0.363 -4.707
H -7.276 1.908 -5.514
O 1.758 -8.555 -3.525
C 1.878 -7.364 -3.551
C 3.042 -6.559 -3.009
C 2.467 -5.148 -2.960
C 1.452 -5.181 -4.088
O 0.970 -6.539 -4.126
H 3.878 -6.635 -3.706
H 3.335 -6.916 -2.025
H 3.209 -4.360 -3.075
H 1.958 -4.992 -2.006
H 1.898 -4.943 -5.055
H 0.616 -4.507 -3.911

Its HOMO energy is -9.459 eV. As for the gap between HOMO and LUMO: 8.9 eV. The net charge is 0. Its lowest unoccupied orbital energy is -0.608 eV.

=====

Entry 3:
Density functional theory data (ωB97M-V/def2-TZVPD) for C41H50BHfNO7PSi3 as an isolated structure.

Element x y z (Å)
Hf -0.349 -0.848 0.043
O 1.299 -1.250 4.205
C 0.820 -1.579 2.978
O 0.034 -0.526 2.358
C 1.223 -2.560 2.158
C 2.067 -3.677 2.541
C 2.267 -4.685 1.672
C 1.650 -4.659 0.370
C 0.969 -3.547 0.022
N 0.819 -2.451 0.836
C 0.257 -3.380 -1.285
O -0.017 -4.258 -2.047
O -0.115 -2.088 -1.454
H 0.663 -1.474 4.897
H 2.510 -3.677 3.527
H 2.887 -5.526 1.950
H 1.717 -5.491 -0.314
C -1.953 -3.379 1.635
O -1.950 -2.193 0.829
Si -3.354 -1.293 0.346
C -4.505 -2.439 -0.568
C -4.235 -0.835 1.932
C -2.385 -0.036 -0.578
Si -2.543 1.768 -0.024
C -2.643 1.906 1.858
C -4.069 2.690 -0.612
C -1.006 2.754 -0.476
Si -2.685 -0.211 -2.474
C -2.326 -1.883 -3.264
C -4.463 0.203 -2.932
C -1.593 1.025 -3.381
H -2.961 -3.789 1.666
H -1.623 -3.132 2.644
H -1.281 -4.114 1.197
H -4.742 -3.296 0.068
H -4.129 -2.815 -1.514
H -5.449 -1.926 -0.757
H -4.859 -1.675 2.246
H -4.901 0.016 1.793
H -3.555 -0.598 2.748
H -3.668 1.878 2.222
H -2.208 2.856 2.177
H -2.136 1.098 2.384
H -4.967 2.079 -0.513
H -4.007 3.036 -1.643
H -4.197 3.568 0.025
H -0.057 2.226 -0.312
H -0.960 3.645 0.155
H -0.999 3.079 -1.514
H -2.374 -2.762 -2.627
H -1.334 -1.893 -3.715
H -3.065 -2.004 -4.062
H -5.153 -0.592 -2.651
H -4.512 0.288 -4.021
H -4.833 1.134 -2.518
H -0.564 0.992 -3.017
H -1.954 2.051 -3.303
H -1.568 0.760 -4.439
C 3.488 4.474 -2.353
C 4.310 3.588 -1.674
C 3.856 2.318 -1.357
C 2.568 1.923 -1.713
C 1.750 2.820 -2.397
C 2.208 4.087 -2.720
P 1.995 0.231 -1.356
C 2.267 -0.726 -2.872
C 2.086 -0.111 -4.109
C 2.178 -0.855 -5.276
C 2.448 -2.213 -5.218
C 2.625 -2.831 -3.989
C 2.533 -2.093 -2.821
C 3.196 -0.301 -0.094
C 2.979 0.225 1.178
C 3.846 -0.051 2.222
C 4.947 -0.867 1.998
C 5.189 -1.368 0.728
C 4.328 -1.078 -0.321
H 3.847 5.465 -2.599
H 5.310 3.884 -1.390
H 4.511 1.638 -0.827
H 0.751 2.533 -2.692
H 1.563 4.770 -3.255
H 1.888 0.950 -4.177
H 2.040 -0.367 -6.231
H 2.518 -2.791 -6.130
H 2.823 -3.893 -3.936
H 2.651 -2.595 -1.869
H 2.146 0.900 1.358
H 3.660 0.365 3.203
H 5.623 -1.099 2.810
H 6.063 -1.980 0.548
H 4.551 -1.451 -1.311
O -0.796 0.669 4.335
B -0.064 0.620 3.175
O 0.497 1.815 2.809
C 0.068 2.693 3.801
C 0.321 4.039 3.914
C -0.245 4.674 5.017
C -1.019 3.981 5.942
C -1.268 2.616 5.811
C -0.704 2.002 4.719
H 0.924 4.567 3.190
H -0.078 5.733 5.159
H -1.441 4.513 6.782
H -1.872 2.070 6.521

Its HOMO energy is -9.578 eV. The value obtained for the energy relative to the best compared isomer or geometry (same formula, charge and spin) is 0.0 kcal per mole. As for the gap between HOMO and LUMO: 6.8 eV. The net charge is +1. Its lowest unoccupied orbital energy is -2.742 eV.

=====

Entry 4:
Density functional theory data (ωB97M-V/def2-TZVPD) for C41H51CoNO12P4S3 as an isolated structure in a non-equilibrium geometry.

Element x y z (Å)
Co 0.009 2.576 -0.310
C 3.730 5.045 1.220
C 3.251 4.880 -0.216
O 4.226 5.517 -1.133
P 3.185 3.087 -0.667
O 3.414 3.100 -2.212
O 4.565 2.596 -0.058
O 2.049 2.235 -0.174
P 1.456 5.698 -0.469
O 1.481 5.636 -2.067
O 1.301 7.068 0.070
O 0.457 4.597 -0.070
H 4.826 5.224 1.259
H 3.710 4.060 1.741
H 3.176 5.821 1.783
H 3.881 5.336 -2.061
H 2.693 2.902 -2.878
H 5.261 2.694 -0.751
H 0.712 5.051 -2.338
O -1.274 0.029 1.706
C -1.049 -0.097 0.504
O -0.377 0.701 -0.275
C -1.734 -1.230 -0.191
P -1.716 -2.980 0.605
C -2.319 -4.058 -0.745
C -1.491 -4.977 -1.363
C -2.060 -5.914 -2.297
C -3.296 -5.673 -2.813
C -4.122 -4.770 -2.150
C -3.577 -3.824 -1.216
C -2.894 -3.057 1.940
C -3.775 -1.964 2.246
C -4.906 -2.093 3.026
C -5.306 -3.405 3.436
C -4.575 -4.506 2.950
C -3.343 -4.312 2.314
H -1.263 -1.421 -1.162
H -2.857 -1.219 -0.291
H -0.439 -5.005 -1.214
H -1.476 -6.715 -2.743
H -3.556 -6.268 -3.689
H -5.134 -4.818 -2.500
H -4.182 -3.014 -0.933
H -3.431 -0.948 1.854
H -5.414 -1.211 3.423
H -6.106 -3.507 4.189
H -5.027 -5.509 3.119
H -2.712 -5.197 2.218
C 5.046 -3.286 1.586
C 4.129 -4.225 2.329
C 3.473 -3.539 3.454
O 3.165 -4.751 1.307
P 1.518 -4.755 1.353
S 0.608 -5.541 2.845
S 0.814 -2.796 0.967
O 1.294 -5.607 0.035
C 1.996 -5.741 -1.221
C 2.862 -7.006 -1.199
C 2.844 -4.566 -1.622
H 5.962 -2.993 2.160
H 4.529 -2.378 1.396
H 5.402 -3.731 0.624
H 4.702 -5.125 2.594
H 3.042 -2.574 3.111
H 4.243 -3.290 4.226
H 2.636 -4.112 3.843
H 1.236 -5.876 -1.973
H 3.427 -7.014 -0.303
H 3.558 -6.973 -1.990
H 2.274 -7.896 -1.408
H 3.753 -4.630 -1.073
H 2.345 -3.657 -1.405
H 3.034 -4.532 -2.679
C 0.423 1.726 3.653
S 0.004 3.326 2.823
O -0.831 2.901 1.604
C -1.326 3.916 3.864
C -2.698 3.602 3.621
C -3.649 4.314 4.306
C -3.230 5.397 5.140
C -1.901 5.726 5.297
C -0.910 4.989 4.678
H -0.513 1.102 3.556
H 0.639 1.708 4.723
H 1.121 1.248 2.972
H -2.897 2.734 3.012
H -4.694 4.190 4.198
H -4.026 6.002 5.623
H -1.661 6.553 5.941
H 0.191 5.257 4.773
C 1.952 1.232 -5.396
C 1.533 0.382 -4.356
C 0.835 0.893 -3.261
C 0.631 2.299 -3.235
C 1.139 3.156 -4.231
C 1.854 2.593 -5.294
N -0.192 3.002 -2.250
C -1.413 3.500 -2.726
C -1.997 2.958 -3.922
C -3.206 3.440 -4.392
C -3.895 4.445 -3.694
C -3.312 4.931 -2.520
C -2.092 4.498 -2.013
H 2.350 0.788 -6.295
H 1.743 -0.663 -4.347
H 0.545 0.298 -2.340
H 1.026 4.216 -4.167
H 2.237 3.195 -6.041
H -1.560 2.087 -4.388
H -3.574 2.929 -5.228
H -4.850 4.830 -4.084
H -3.959 5.642 -1.970
H -1.702 5.083 -1.209

Its HOMO energy (alpha / beta) is 0.417 / 1.163 eV. The value obtained for the energy relative to the best compared isomer or geometry (same formula, charge and spin) is 114.5 kcal per mole. As for the gap between HOMO and LUMO (alpha / beta): 3.3 / 2.3 eV. The net charge is -2. The spin multiplicity is 4. Its lowest unoccupied orbital energy (alpha / beta) is 3.669 / 3.451 eV.